1.
A 5-piece molecular cluster, C20H42O6 overall at a distorted geometry. Source: OMol25; level of theory: the ωB97M-V functional and the def2-TZVPD basis.

The geometry in ORCA input format:
```
! RIJCOSX wB97M-V def2-TZVPD def2/J DEFGRID3
* xyz 0 1
C -1.42243 2.42063 2.04232
C 0.04320 2.38418 1.55215
C 0.09505 1.48226 0.31403
O -1.02313 0.58721 0.51252
C -2.08866 1.36233 1.18364
H -1.77292 3.44424 1.91010
H -1.48614 2.14107 3.09393
H 0.75856 2.28655 2.36875
H 0.24777 3.39166 1.18989
H 0.97997 0.85241 0.22288
H 0.18767 2.04182 -0.61678
H -2.85143 0.82785 1.74986
H -2.78152 1.71556 0.41992
C -2.66047 -0.64210 -6.01042
C -3.33720 -0.92733 -7.38138
C -4.78051 -1.26138 -7.04796
O -4.55054 -2.06509 -5.93412
C -3.63132 -1.35733 -5.07982
H -2.63356 0.35579 -5.57271
H -1.62171 -0.94871 -5.88771
H -2.92099 -1.85308 -7.77871
H -3.24591 -0.14150 -8.13121
H -5.29640 -1.71950 -7.89180
H -5.35332 -0.36078 -6.82680
H -3.05086 -2.02423 -4.44231
H -4.08348 -0.69867 -4.33832
C 4.88550 -3.34525 7.03723
C 4.52907 -1.85946 7.00464
C 4.14682 -1.67123 8.46434
O 3.32721 -2.77135 8.72898
C 4.13107 -3.89125 8.28877
H 5.94363 -3.46397 7.27042
H 4.74018 -3.88404 6.10092
H 3.76484 -1.72255 6.23959
H 5.35693 -1.17379 6.82409
H 3.54992 -0.80414 8.74713
H 5.03083 -1.70597 9.10106
H 3.56807 -4.82257 8.22738
H 4.82109 -4.09675 9.10714
C -1.80207 7.32040 -3.22550
C -1.19006 8.49141 -3.91682
C -2.34690 9.53640 -3.72025
O -2.75197 9.33752 -2.44260
C -2.43377 8.00846 -2.01417
H -1.06522 6.56564 -2.95073
H -2.58021 6.84463 -3.82235
H -1.03017 8.53178 -4.99427
H -0.35180 8.85972 -3.32540
H -3.22664 9.43024 -4.35500
H -1.97093 10.53140 -3.95844
H -3.32830 7.44431 -1.75025
H -1.71919 8.17336 -1.20777
C 3.13510 -5.85237 -2.11191
O 3.08197 -5.46921 -0.72188
C 1.75190 -5.60627 -0.22944
C 1.73188 -5.24031 1.27303
O 0.49774 -5.47704 1.74999
C 0.01263 -4.70803 2.84185
H 2.89706 -6.91595 -2.12630
H 4.19318 -5.85042 -2.37376
H 2.58852 -5.24316 -2.83179
H 1.39506 -6.62346 -0.39096
H 1.19433 -4.80922 -0.72128
H 1.92234 -4.16712 1.28254
H 2.40246 -5.82665 1.90124
H 0.05416 -3.63471 2.65642
H 0.49545 -4.95970 3.78612
H -1.07116 -4.77300 2.93820
*
```

Results
structure (SMILES) = C1CCOC1.C1CCOC1.C1CCOC1.C1CCOC1.COCCOC
maximum force = 3.98 eV Å⁻¹
HOMO level = -0.351 hartree
gap between HOMO and LUMO = 9.95 eV
LUMO energy = 0.414 eV
energy above the lowest of the compared OMol25 structures with the same formula, charge and spin = 97.5 kcal/mol
molecular weight = 378.55 g/mol

***

2.
An isolated molecule of C5H5ClFN at a distorted geometry. Source: OMol25; level of theory: the ωB97M-V functional and the def2-TZVPD basis.

The geometry in ORCA input format:
```
! RIJCOSX wB97M-V def2-TZVPD def2/J DEFGRID3
* xyz 0 1
H 0.66117 -1.51747 2.86606
N 0.46946 -0.72906 2.17372
C -0.21340 -1.25621 1.29173
C -0.73774 -0.23955 0.14526
Cl -1.76185 -1.20538 -0.95143
C 0.09496 0.82488 -0.51211
C 0.93565 0.82459 -1.72472
C -0.85034 1.24995 0.30584
F -1.32688 2.16344 1.17434
H -0.49850 -2.23250 1.14714
H 1.10133 1.75630 -2.24689
H 0.34496 0.14782 -2.39615
H 1.78119 0.21320 -1.27280
*
```

Results
structure (SMILES) = [H]/N=C/[C@]1(Cl)C(C)=C1F
maximum force = 5.54 eV Å⁻¹
HOMO level = -0.347 hartree
gap between HOMO and LUMO = 10.11 eV
LUMO energy = 0.660 eV
energy above the lowest of the compared OMol25 structures with the same formula, charge and spin = 70.5 kcal/mol
molecular weight = 133.55 g/mol

***

3.
A 2-piece molecular cluster, C9H12O2 overall at a distorted geometry. Source: OMol25; level of theory: the ωB97M-V functional and the def2-TZVPD basis.

The geometry in ORCA input format:
```
! RIJCOSX wB97M-V def2-TZVPD def2/J DEFGRID3
* xyz 0 1
C 1.23899 -1.08236 1.01609
C 0.63595 -0.67403 -0.24850
C 1.46153 0.22569 -0.92642
C 1.52515 1.63279 -0.48553
C 0.39687 2.26373 0.22608
C -0.74624 -0.37632 -0.12513
C -1.56750 -0.26292 0.93592
C -2.87332 0.15227 0.47347
C -2.84890 0.17613 -0.92050
H 0.90594 -2.26989 1.33973
H 1.60216 -0.48668 1.88232
H 2.24070 -1.19256 0.65295
H 1.21329 -3.10599 0.20759
H 1.32322 0.02813 -2.19060
H 2.55692 -0.16907 -0.85582
H 2.22818 2.27675 -1.01196
H 0.66373 3.20236 0.65354
H -0.53948 1.88251 0.63972
H -1.01370 -0.52405 1.89029
H -3.81690 -0.00260 0.85991
H -3.60839 0.31263 -1.73244
O 0.43783 -1.88228 -1.03715
O -1.41603 -0.12424 -1.24358
*
```

Results
maximum force = 7.90 eV Å⁻¹
HOMO level = -0.304 hartree
gap between HOMO and LUMO = 6.54 eV
LUMO energy = -1.742 eV
energy above the lowest of the compared OMol25 structures with the same formula, charge and spin = 240.9 kcal/mol
molecular weight = 152.19 g/mol

***

4.
An isolated molecule of H3NP2S at a distorted geometry. Source: OMol25; level of theory: the ωB97M-V functional and the def2-TZVPD basis.

The geometry in ORCA input format:
```
! RIJCOSX wB97M-V def2-TZVPD def2/J DEFGRID3
* xyz 0 1
P 1.35389 0.83377 -0.05347
N -0.15493 0.04857 -0.05211
P -1.63295 0.87590 0.02357
S -3.13759 -0.91146 0.23918
H 1.74720 -0.16662 0.78113
H 1.90729 0.32115 -1.15006
H -0.08291 -1.00132 0.21176
*
```

Results
structure (SMILES) = PNP=S
maximum force = 5.49 eV Å⁻¹
HOMO level (alpha / beta) = -0.317 / -0.317 hartree
gap between HOMO and LUMO (alpha / beta) = 7.07 / 7.07 eV
LUMO energy (alpha / beta) = -1.550 / -1.550 eV
energy above the lowest of the compared OMol25 structures with the same formula, charge and spin = 46.9 kcal/mol
molecular weight = 111.05 g/mol

***

5.
C48H65MoN6O8SbSi3Te as an isolated structure. Source: OMol25; level of theory: the ωB97M-V functional and the def2-TZVPD basis.

The geometry in ORCA input format:
```
! RIJCOSX wB97M-V def2-TZVPD def2/J DEFGRID3
* xyz 1 4
Mo 0.57860 0.42418 -0.08856
C 0.46825 -2.34829 4.17788
Sb 1.15979 -1.84015 2.22013
C 0.41960 0.26387 1.98480
C -0.83429 0.72699 2.69189
C -1.57120 1.84559 2.27422
C -2.63263 2.28444 3.04606
C -2.96023 1.60538 4.21070
C -2.17381 0.52387 4.55646
N -1.13952 0.10022 3.83088
Si 1.82627 1.31660 2.90266
C 3.53903 1.14250 2.16451
C 1.28476 3.09572 3.06999
C 2.00548 0.67669 4.65782
C -0.17870 -3.20179 1.06221
C -0.30747 -2.81384 -0.37503
C -0.79626 -3.76423 -1.29548
C -0.85504 -3.51524 -2.64210
C -0.41274 -2.28462 -3.11910
C 0.03986 -1.39111 -2.19168
N 0.07475 -1.61272 -0.85584
Si 0.95625 -4.79915 1.05055
C 2.34743 -4.48790 -0.15600
C 0.08301 -6.38965 0.56421
C 1.68060 -5.15099 2.74334
Si -1.90454 -3.53952 1.81696
C -3.08083 -4.47208 0.67900
C -1.82916 -4.61681 3.34562
C -2.77699 -1.90832 2.15933
H 0.93943 -1.66565 4.87525
H 0.79906 -3.36565 4.38355
H -0.60572 -2.24828 4.26794
H -1.28816 2.37982 1.38111
H -3.19172 3.16186 2.75153
H -3.78111 1.91679 4.84282
H -2.37541 -0.03290 5.46725
H 3.77777 1.93637 1.45603
H 3.70488 0.17920 1.68214
H 4.25279 1.21611 2.98980
H 0.88993 3.53176 2.15536
H 2.16477 3.67976 3.36022
H 0.54574 3.19428 3.87022
H 2.58222 -0.24960 4.72118
H 1.05974 0.55269 5.18377
H 2.58527 1.44330 5.18472
H -1.10892 -4.72246 -0.91857
H -1.22420 -4.27596 -3.31959
H -0.39725 -2.03569 -4.17030
H 0.44216 -0.44384 -2.53345
H 2.01852 -4.50994 -1.19672
H 3.10484 -5.26769 -0.03399
H 2.83620 -3.52652 0.01220
H -0.13870 -6.46475 -0.50173
H -0.83085 -6.59213 1.12724
H 0.78242 -7.20024 0.79415
H 2.36537 -4.38663 3.11625
H 2.27315 -6.06373 2.62062
H 0.92609 -5.35464 3.50659
H -2.75540 -5.47194 0.38598
H -3.35364 -3.91485 -0.22234
H -3.99468 -4.59337 1.27220
H -1.51674 -5.63430 3.09317
H -2.85194 -4.68918 3.73159
H -1.19856 -4.25688 4.15402
H -2.35946 -1.08134 1.57483
H -2.72284 -1.61565 3.20938
H -3.83432 -2.00990 1.89459
O 5.76598 4.27035 -3.68023
N 5.80140 3.06367 -3.81104
O 6.53617 2.45343 -4.56166
C 4.87256 2.26526 -2.98082
C 4.01656 2.92777 -2.13063
C 3.14607 2.18280 -1.33643
C 3.15409 0.76727 -1.39369
O 2.42053 0.03469 -0.54982
C 4.00843 0.17333 -2.33003
C 4.89743 0.89326 -3.10568
N 4.01158 -1.28886 -2.51503
O 5.07410 -1.81865 -2.73568
O 2.93988 -1.85867 -2.50230
N 2.27661 2.89006 -0.50527
O 1.33084 2.25676 0.23154
O 2.27194 4.13618 -0.46658
H 4.01450 4.00309 -2.06190
H 5.57820 0.40001 -3.78196
C -0.36714 2.69482 -2.61851
C -1.35053 2.04041 -1.69343
O -2.54060 2.36664 -1.71675
N -0.90532 1.10419 -0.79975
Te -4.12440 0.90906 -0.04079
C -5.63559 1.94063 0.98602
C -5.47400 3.29578 1.28083
C -4.31761 4.13598 0.80634
C -6.48514 3.92712 2.00440
C -7.62194 3.25169 2.41795
C -8.70014 3.94613 3.20012
C -7.74605 1.89939 2.10083
C -6.77111 1.22074 1.38850
C -6.94775 -0.24238 1.08403
C -5.08266 0.55443 -1.86440
C -5.67711 1.58584 -2.60279
C -5.70591 3.02042 -2.15718
C -6.25167 1.25126 -3.82584
C -6.24324 -0.04631 -4.32010
C -6.87441 -0.37733 -5.64205
C -5.62842 -1.04018 -3.56423
C -5.03982 -0.76403 -2.33944
C -4.38922 -1.87852 -1.56187
H -0.78502 2.71897 -3.62481
H 0.60044 2.19792 -2.62897
H -0.22231 3.72519 -2.28709
H -3.49915 3.56006 0.37190
H -3.90948 4.73102 1.62472
H -4.64935 4.83487 0.03569
H -6.37967 4.98207 2.23704
H -8.54299 5.02295 3.22737
H -8.72274 3.58237 4.22904
H -9.68174 3.75406 2.76574
H -8.62904 1.35789 2.42535
H -7.83610 -0.62931 1.58023
H -6.09500 -0.83274 1.43652
H -7.05554 -0.42069 0.01105
H -4.71078 3.36440 -1.86948
H -6.37714 3.16325 -1.31003
H -6.05464 3.65682 -2.96896
H -6.71451 2.03746 -4.41203
H -7.31084 0.50542 -6.10645
H -7.66257 -1.12203 -5.51898
H -6.13760 -0.79430 -6.33074
H -5.61079 -2.05928 -3.93768
H -4.47296 -2.81714 -2.11055
H -4.85883 -2.02560 -0.58618
H -3.32485 -1.69286 -1.38899
*
```

Results
maximum force = 0.82 eV Å⁻¹
HOMO level (alpha / beta) = -0.349 / -0.391 hartree
gap between HOMO and LUMO (alpha / beta) = 5.80 / 5.84 eV
LUMO energy (alpha / beta) = -3.708 / -4.798 eV
energy above the lowest of the compared OMol25 structures with the same formula, charge and spin = 3.4 kcal/mol
molecular weight = 1283.64 g/mol

***

6.
A 2-piece molecular cluster, C2H9N4S overall at a distorted geometry. Source: OMol25; level of theory: the ωB97M-V functional and the def2-TZVPD basis.

The geometry in ORCA input format:
```
! RIJCOSX wB97M-V def2-TZVPD def2/J DEFGRID3
* xyz 1 1
C -0.88438 -1.70288 0.48500
C -0.94252 0.52611 -0.69579
N -0.67336 -2.26902 1.70420
N -0.90214 -2.27960 -0.65547
N 2.88951 2.79605 -0.83029
N -0.96403 -0.32059 0.39925
S 1.81172 1.95219 -0.03602
H -0.64342 0.15479 -1.63382
H -1.05684 1.53142 -0.55619
H -0.57627 -3.28914 1.79918
H -0.54215 -1.59043 2.46097
H -0.45295 -3.08090 -1.11727
H -1.23485 -1.65240 -1.34031
H 3.24900 2.33802 -1.65132
H 3.31095 3.66854 -0.67735
H -1.02922 0.17208 1.31666
*
```

Results
maximum force = 3.90 eV Å⁻¹
HOMO level (alpha / beta) = -0.410 / -0.420 hartree
gap between HOMO and LUMO (alpha / beta) = 7.07 / 7.93 eV
LUMO energy (alpha / beta) = -4.089 / -3.501 eV
energy above the lowest of the compared OMol25 structures with the same formula, charge and spin = 53.7 kcal/mol
molecular weight = 121.19 g/mol

***

7.
An isolated molecule of C4H8O2. Source: OMol25; level of theory: the ωB97M-V functional and the def2-TZVPD basis.

The geometry in ORCA input format:
```
! RIJCOSX wB97M-V def2-TZVPD def2/J DEFGRID3
* xyz 0 1
C -1.15946 0.78755 1.16997
C -0.43533 1.09050 -0.11620
O 0.98802 1.03187 -0.08539
C 0.29226 0.10430 -0.92323
C 0.49709 -1.33770 -0.52749
O 1.87297 -1.64165 -0.53811
H -0.67709 -0.02675 1.71553
H -2.20393 0.51496 0.98134
H -1.14890 1.67318 1.81278
H -0.80732 1.96431 -0.65538
H 0.41935 0.30106 -1.98977
H 0.02002 -1.99977 -1.25627
H 0.04985 -1.54082 0.45588
H 2.29247 -0.92103 -0.04366
*
```

Results
structure (SMILES) = C[C@H]1O[C@H]1CO
maximum force = 0.46 eV Å⁻¹
HOMO level = -0.376 hartree
gap between HOMO and LUMO = 11.29 eV
LUMO energy = 1.059 eV
energy above the lowest of the compared OMol25 structures with the same formula, charge and spin = 45.0 kcal/mol
molecular weight = 88.11 g/mol